--- A ---
Molecular formula: C7H12
Method: DFT, ωB97M-V/def2-TZVPD

Positions of all 19 atoms, in Å:
1 C 1.665 -0.233 -1.503
2 C 0.494 -1.214 -1.502
3 C -0.276 -0.613 -0.316
4 C -1.605 -1.133 0.253
5 C -1.766 -0.105 1.305
6 C -1.215 0.882 1.748
7 C -0.243 1.942 1.915
8 H 1.704 0.445 -2.346
9 H 1.530 1.009 -0.270
10 H 2.611 -0.644 -1.172
11 H -0.125 -1.203 -2.416
12 H 0.762 -2.267 -1.303
13 H -0.434 0.433 -0.592
14 H 0.442 -0.600 0.510
15 H -2.403 -1.114 -0.496
16 H -1.510 -2.150 0.646
17 H 0.774 1.708 0.930
18 H 0.255 1.920 2.894
19 H -0.660 2.939 1.714

Summary:
- LUMO: 0.4 eV

Mulliken population analysis, charges in e, atoms 1 to 4: -0.816, -0.460, -1.128, -0.455

=====

--- B ---
Molecular formula: C7H12
Method: DFT, ωB97M-V/def2-TZVPD

Positions of all 19 atoms, in Å:
1 C 2.458 0.323 -0.719
2 C 1.110 -0.396 -0.732
3 C 0.245 -0.165 0.510
4 C -0.617 1.131 0.740
5 C -1.864 0.256 0.851
6 C -2.024 -0.517 -0.422
7 C -1.040 -0.992 0.606
8 H 3.011 0.130 -1.646
9 H 3.083 -0.022 0.115
10 H 2.339 1.408 -0.621
11 H 0.561 -0.121 -1.642
12 H 1.286 -1.479 -0.809
13 H 0.870 -0.320 1.398
14 H -0.662 1.886 -0.057
15 H -0.349 1.622 1.679
16 H -2.688 0.407 1.544
17 H -2.936 -1.096 -0.524
18 H -1.656 -0.089 -1.354
19 H -1.128 -1.965 1.083

Summary:
- LUMO: 1.2 eV
- SMILES: CC[C@H]1C[C@H]2C[C@@H]12

Mulliken population analysis, charges in e, atoms 1 to 4: -1.235, -0.348, -0.004, -0.881

=====

--- C ---
Molecular formula: C7H12
Method: DFT, ωB97M-V/def2-TZVPD

Positions of all 19 atoms, in Å:
1 C -2.211 -0.242 -0.339
2 C -1.084 0.640 0.147
3 C -0.107 -0.139 1.111
4 C 1.331 0.342 0.714
5 C 2.394 -0.734 0.641
6 C 0.837 0.865 -0.556
7 C -0.250 1.292 -1.013
8 H -1.804 -1.095 -0.894
9 H -2.775 -0.624 0.520
10 H -2.884 0.321 -0.988
11 H -1.483 1.520 0.657
12 H -0.348 0.040 2.166
13 H -0.178 -1.219 0.923
14 H 1.644 1.160 1.369
15 H 2.067 -1.551 -0.009
16 H 2.591 -1.130 1.639
17 H 3.325 -0.323 0.240
18 H -0.165 0.590 -3.084
19 H -0.954 0.503 -3.325

Summary:
- LUMO: 0.1 eV

Mulliken population analysis, charges in e, atoms 1 to 4: -1.606, 0.971, -1.271, 0.807

=====

--- D ---
Molecular formula: C7H12
Method: DFT, ωB97M-V/def2-TZVPD

Positions of all 19 atoms, in Å:
1 C -1.935 -0.090 0.793
2 C -1.210 -0.513 -0.468
3 C -0.095 0.121 -1.280
4 C 0.890 1.185 -0.830
5 C 1.309 0.799 0.597
6 C 1.077 -0.730 0.701
7 C 0.163 -1.121 -0.460
8 H -2.775 0.579 0.577
9 H -2.351 -0.992 1.263
10 H -1.295 0.395 1.535
11 H -1.894 -1.031 -1.142
12 H -0.233 0.038 -2.356
13 H 1.754 1.087 -1.501
14 H 0.539 2.219 -0.913
15 H 2.354 1.063 0.796
16 H 0.705 1.345 1.330
17 H 0.646 -0.996 1.674
18 H 2.024 -1.272 0.616
19 H 0.327 -2.087 -0.930

Summary:
- LUMO: 1.1 eV
- SMILES: C[C@H]1[C@H]2CCC[C@@H]12

Mulliken population analysis, charges in e, atoms 1 to 4: -1.440, 0.045, -0.288, -0.704

=====

If we sort the structures by their calculated energies, the order from most to least stable is D, B, C, A.

=====

--- A ---
Molecular formula: C7H12
Method: DFT, ωB97M-V/def2-TZVPD

Positions of all 19 atoms, in Å:
1 C -2.635 -0.112 -0.106
2 C -1.231 -0.592 -0.303
3 C -0.207 0.293 -0.923
4 C 0.881 0.261 0.155
5 C 1.842 -0.900 -0.003
6 C 2.345 0.518 -0.081
7 C 0.159 0.465 1.399
8 H -3.198 0.057 -1.041
9 H -2.617 0.861 0.406
10 H -3.215 -0.819 0.496
11 H -1.089 -1.664 -0.446
12 H 0.217 -0.061 -1.869
13 H -0.592 1.309 -1.070
14 H 1.767 -1.483 -0.920
15 H 2.085 -1.490 0.877
16 H 2.627 0.904 -1.056
17 H 2.962 0.871 0.743
18 H -0.839 0.849 1.448
19 H 0.739 0.732 2.295

Summary:
- LUMO (spin up / spin down): 1.0 / 0.6 eV

Mulliken population analysis, charges in e, atoms 1 to 4: -1.185, -0.289, -0.671, 1.208

=====

--- B ---
Molecular formula: C7H12
Method: DFT, ωB97M-V/def2-TZVPD

Positions of all 19 atoms, in Å:
1 C -1.972 -0.244 0.745
2 C -1.701 -0.728 -0.684
3 C -0.457 -0.554 -1.503
4 C -0.669 -1.757 -1.073
5 H -2.328 0.796 0.790
6 H -2.776 -0.851 1.179
7 H -1.114 -0.325 1.422
8 H -2.637 -0.728 -1.252
9 H 0.114 0.125 -2.118
10 H -0.382 -2.802 -1.085
11 C 1.494 1.733 -0.622
12 C 1.147 1.130 0.516
13 C 1.813 -0.069 1.105
14 H 2.300 1.371 -1.255
15 H 0.960 2.601 -0.997
16 H 0.251 1.478 1.029
17 H 2.349 0.175 2.037
18 H 1.081 -0.843 1.357
19 H 2.529 -0.511 0.410

Summary:
- LUMO: 1.2 eV
- SMILES: CC1C=C1.C=CC

Mulliken population analysis, charges in e, atoms 1 to 4: -1.115, 0.038, -0.307, -0.546

=====

--- C ---
Molecular formula: C7H12
Method: DFT, ωB97M-V/def2-TZVPD

Positions of all 19 atoms, in Å:
1 C 0.275 1.632 -0.515
2 C -0.878 1.302 0.119
3 C -2.102 0.863 -0.629
4 H 0.380 1.466 -1.578
5 H 0.977 2.316 -0.062
6 H -1.083 1.776 1.073
7 H -2.781 1.713 -0.776
8 H -1.840 0.426 -1.593
9 H -2.645 0.111 -0.058
10 C -0.522 -0.804 1.330
11 C -1.432 -1.214 2.006
12 H 0.450 -0.881 0.818
13 H -2.243 -1.496 2.620
14 C 2.249 -0.714 -0.019
15 C 2.239 -1.709 -0.891
16 H 1.766 0.294 -0.253
17 H 2.767 -0.791 0.929
18 H 2.651 -2.679 -0.660
19 H 1.773 -1.613 -1.862

Summary:
- LUMO: 1.1 eV
- SMILES: C=CC.C#C.C=C

Mulliken population analysis, charges in e, atoms 1 to 4: -1.083, 0.158, -0.967, 0.286

=====

--- D ---
Molecular formula: C7H12
Method: DFT, ωB97M-V/def2-TZVPD

Positions of all 19 atoms, in Å:
1 C -2.162 -0.813 0.040
2 C -1.203 0.049 -0.301
3 C -1.607 1.304 -1.033
4 C 0.245 -0.237 -0.115
5 C 1.237 0.019 -1.211
6 C 0.632 -0.749 1.079
7 C 1.925 -0.428 1.831
8 H -1.731 -1.728 0.425
9 H -3.199 -0.747 -0.249
10 H -2.677 1.531 -1.005
11 H -1.185 2.265 -0.730
12 H -1.459 1.256 -2.126
13 H 2.276 -0.106 -0.870
14 H 1.174 -0.769 -1.958
15 H 1.197 1.019 -1.616
16 H -0.130 -0.915 1.846
17 H 2.688 -0.480 1.050
18 H 1.938 0.592 2.232
19 H 2.040 -1.063 2.711

Summary:
- LUMO: 1.0 eV
- SMILES: C=C(C)/C(C)=C/C

Mulliken population analysis, charges in e, atoms 1 to 4: -1.018, 0.691, -1.471, 0.786

=====

If we sort the structures by their calculated energies, the order from most to least stable is D, B, A, C.

=====

--- A ---
Molecular formula: C7H12
Method: DFT, ωB97M-V/def2-TZVPD

Positions of all 19 atoms, in Å:
1 C -2.250 -0.270 -0.291
2 C -1.133 0.644 0.197
3 C -0.201 1.208 -0.864
4 C 0.975 0.973 -0.633
5 C 1.370 0.379 0.690
6 C 2.403 -0.738 0.649
7 C -0.078 -0.103 1.117
8 H -1.844 -1.126 -0.840
9 H -2.821 -0.652 0.564
10 H -2.939 0.265 -0.952
11 H -1.577 1.489 0.734
12 H 1.717 1.178 1.356
13 H 2.059 -1.554 0.004
14 H 2.577 -1.141 1.653
15 H 3.356 -0.371 0.255
16 H -0.272 0.037 2.188
17 H -0.151 -1.183 0.923
18 H -0.307 0.520 -3.143
19 H -0.885 0.446 -3.606

Summary:
- LUMO (spin up / spin down): -0.4 / -0.4 eV
- SMILES: C[C@@H]1C#C[C@H](C)C1.[H][H]

Mulliken population analysis, charges in e, atoms 1 to 4: -1.574, 0.884, -0.642, -0.208

=====

--- B ---
Molecular formula: C7H12
Method: DFT, ωB97M-V/def2-TZVPD

Positions of all 19 atoms, in Å:
1 C 1.856 0.589 -1.122
2 C 1.293 -0.681 -0.395
3 C 0.230 -0.543 0.764
4 C -0.300 0.893 1.050
5 C -1.717 0.452 0.722
6 C -1.795 -0.251 -0.605
7 C -1.256 -0.984 0.574
8 H 2.691 0.322 -1.789
9 H 2.287 1.295 -0.402
10 H 1.179 1.183 -1.754
11 H 0.926 -1.421 -1.119
12 H 2.188 -1.145 0.036
13 H 0.625 -1.019 1.670
14 H 0.116 1.683 0.422
15 H -0.194 1.170 2.104
16 H -2.605 0.841 1.215
17 H -2.780 -0.539 -0.962
18 H -1.083 -0.006 -1.391
19 H -1.774 -1.836 1.014

Summary:
- LUMO: 1.2 eV
- SMILES: CC[C@H]1C[C@H]2C[C@@H]12

Mulliken population analysis, charges in e, atoms 1 to 4: -1.252, -0.672, 0.074, -0.791

=====

If we sort the structures by their calculated energies, the order from most to least stable is B, A.